# 1
{
  "formula": "C6H12N3O",
  "method": "the ωB97M-V functional and the def2-TZVPD basis",
  "elements": ["C", "C", "C", "C", "C", "C", "N", "N", "N", "O", "H", "H", "H", "H", "H", "H", "H", "H", "H", "H", "H", "H"],
  "positions_angstrom": [[0.095, 0.184, -0.730], [-3.342, -0.542, 0.500], [1.760, -0.396, 0.890], [1.988, 1.060, 0.355], [0.435, -2.183, -0.519], [0.390, 2.571, -0.641], [-2.338, -0.024, -0.117], [0.714, -0.826, -0.047], [0.756, 1.386, -0.387], [-1.461, 0.692, 0.320], [-3.346, -0.309, 1.470], [2.654, -1.057, 0.586], [1.546, -0.387, 2.034], [2.095, 1.633, 1.246], [2.904, 0.976, -0.221], [1.412, -2.674, -0.651], [-0.318, -2.745, 0.105], [-0.026, -2.054, -1.519], [-0.443, 2.675, -1.233], [0.861, 3.397, -0.263], [-4.037, -1.151, -0.054], [-2.297, -0.224, -1.125]],
  "nbo_charge": [0.22, -0.11, -0.23, -0.27, -0.41, 0.15, -0.01, -0.43, -0.29, -0.47, 0.20, 0.23, 0.23, 0.24, 0.25, 0.22, 0.22, 0.24, 0.22, 0.21, 0.22, 0.38],
  "e_above_lowest_kj_mol": 724.6,
  "multiplicity": 1,
  "charge": 1,
  "e_tot_ha": -474.87503,
  "orbital_gap_ev": [7.830, 7.829]
}

---

# 2
{
  "formula": "C6H12N3O",
  "method": "the ωB97M-V functional and the def2-TZVPD basis",
  "elements": ["C", "C", "C", "C", "C", "C", "N", "N", "N", "O", "H", "H", "H", "H", "H", "H", "H", "H", "H", "H", "H", "H"],
  "positions_angstrom": [[1.663, 0.058, -1.217], [0.846, -0.082, -0.142], [-1.061, 0.482, 1.240], [-0.929, -1.598, -0.203], [-1.261, 0.751, -1.259], [-0.640, -0.061, -0.108], [1.721, -0.151, 0.920], [2.923, -0.067, 0.522], [4.068, -0.376, 1.201], [2.916, 0.033, -0.848], [1.433, 0.163, -2.298], [-2.084, 0.421, 1.264], [-0.552, 0.029, 1.996], [-0.876, 1.535, 1.313], [-1.823, -1.761, -0.777], [-0.061, -1.894, -0.736], [-0.814, -2.107, 0.688], [-2.081, 0.122, -1.592], [-1.574, 1.707, -0.864], [-0.570, 0.938, -2.054], [4.104, -0.105, 2.201], [4.916, -0.179, 0.551]],
  "nbo_charge": [0.13, 0.40, -0.59, -0.56, -0.59, -0.12, -0.37, 0.33, -0.49, -0.30, 0.26, 0.23, 0.22, 0.21, 0.24, 0.20, 0.23, 0.23, 0.24, 0.21, 0.45, 0.45],
  "e_above_lowest_kj_mol": 416.9,
  "multiplicity": 3,
  "s_squared": 2.006,
  "charge": 1,
  "e_tot_ha": -474.80611,
  "orbital_gap_ev": [8.353, 7.320]
}

---

# 3
{
  "formula": "C6H12N3O2",
  "method": "the ωB97M-V functional and the def2-TZVPD basis",
  "elements": ["C", "C", "C", "C", "C", "C", "N", "N", "N", "O", "O", "H", "H", "H", "H", "H", "H", "H", "H", "H", "H", "H", "H"],
  "positions_angstrom": [[0.286, 1.314, -1.155], [1.519, 0.749, -1.466], [-0.766, 0.531, -0.671], [1.236, -1.388, -0.531], [-2.373, 2.356, -0.436], [1.961, -1.016, 1.838], [1.952, -0.380, -1.035], [-0.613, -0.815, -0.586], [-1.219, -1.603, 0.489], [-1.865, 0.982, -0.193], [1.427, -1.848, 0.732], [0.129, 2.348, -1.454], [2.422, 1.349, -1.653], [1.137, -2.421, -1.024], [-3.460, 2.303, -0.238], [-2.118, 2.712, -1.497], [-1.693, 2.894, 0.313], [1.987, -1.842, 2.605], [1.237, -0.283, 2.252], [2.993, -0.754, 1.646], [-0.537, -2.296, 0.783], [-2.112, -2.003, 0.071], [-1.532, -0.888, 1.210]],
  "nbo_charge": [-0.51, 0.17, 0.57, 0.50, -0.26, -0.29, -0.52, -0.40, -0.55, -0.51, -0.55, 0.25, 0.23, 0.21, 0.23, 0.22, 0.22, 0.22, 0.20, 0.23, 0.46, 0.45, 0.44],
  "e_above_lowest_kj_mol": 539.9,
  "multiplicity": 1,
  "charge": 1,
  "e_tot_ha": -550.16790,
  "orbital_gap_ev": 8.578
}

---

# 4
{
  "formula": "C6H12N3O2",
  "method": "the ωB97M-V functional and the def2-TZVPD basis",
  "elements": ["C", "N", "C", "N", "C", "C", "C", "O", "N", "C", "O", "H", "H", "H", "H", "H", "H", "H", "H", "H", "H", "H", "H"],
  "positions_angstrom": [[-1.447, -0.765, 1.169], [-1.054, -0.492, -0.233], [-2.066, 0.335, -0.928], [0.308, -0.037, -0.313], [0.570, 1.198, 0.035], [1.865, 1.703, 0.130], [2.970, 0.890, -0.060], [4.172, 1.260, 0.263], [2.744, -0.365, -0.565], [3.540, -1.433, -0.320], [4.643, -1.352, 0.162], [-1.607, 0.175, 1.694], [-2.360, -1.355, 1.197], [-0.647, -1.313, 1.664], [-1.020, -1.396, -0.724], [-1.743, 0.526, -1.950], [-3.016, -0.195, -0.945], [-2.204, 1.285, -0.415], [-0.226, 1.883, 0.316], [2.014, 2.719, 0.448], [4.794, 0.488, 0.250], [1.774, -0.521, -0.859], [3.086, -2.387, -0.626]],
  "nbo_charge": [-0.43, -0.20, -0.44, -0.46, 0.12, -0.46, 0.65, -0.60, -0.64, 0.55, -0.56, 0.23, 0.24, 0.25, 0.43, 0.25, 0.24, 0.23, 0.20, 0.26, 0.54, 0.45, 0.14],
  "e_above_lowest_kj_mol": 220.4,
  "multiplicity": 1,
  "smiles": "C[NH+](C)/N=C/C=C(/O)NC=O",
  "charge": 1,
  "e_tot_ha": -550.28962,
  "orbital_gap_ev": 9.057
}

---

# 5
{
  "formula": "C6H12N3O4P",
  "method": "the ωB97M-V functional and the def2-TZVPD basis",
  "elements": ["C", "C", "C", "C", "C", "C", "N", "N", "N", "O", "O", "O", "O", "P", "H", "H", "H", "H", "H", "H", "H", "H", "H", "H", "H", "H"],
  "positions_angstrom": [[2.814, -0.438, -0.395], [0.289, -0.441, 2.141], [2.159, 1.769, 0.222], [-3.827, -0.033, 0.917], [-0.798, -1.060, -1.924], [3.032, 0.934, -0.729], [2.209, -1.430, -0.126], [1.599, -2.479, 0.024], [-0.418, -0.297, 1.168], [0.957, -0.564, 3.095], [-1.690, 1.979, 0.257], [-2.769, -0.382, 0.070], [-0.792, 0.219, -1.366], [-1.433, 0.516, 0.034], [1.098, 1.596, -0.015], [2.523, 2.785, -0.088], [2.289, 1.708, 1.273], [-3.928, -0.735, 1.726], [-4.870, -0.134, 0.473], [-3.666, 1.026, 1.310], [-0.910, -1.943, -1.303], [-0.152, -1.162, -2.749], [-1.758, -1.016, -2.342], [4.022, 1.308, -0.993], [2.477, 0.983, -1.703], [1.540, -2.709, 1.025]],
  "nbo_charge": [0.30, 0.92, -0.59, -0.27, -0.27, -0.52, -0.27, -0.32, -0.94, -0.49, -1.05, -0.81, -0.79, 2.50, 0.22, 0.22, 0.21, 0.18, 0.20, 0.21, 0.21, 0.20, 0.19, 0.25, 0.20, 0.31],
  "multiplicity": 3,
  "s_squared": 2.010,
  "e_tot_ha": -1042.22242,
  "orbital_gap_ev": [5.024, 8.396]
}

---

# 6
{
  "formula": "C6H12N3S",
  "method": "the ωB97M-V functional and the def2-TZVPD basis",
  "elements": ["C", "C", "C", "C", "C", "C", "N", "N", "N", "S", "H", "H", "H", "H", "H", "H", "H", "H", "H", "H", "H", "H"],
  "positions_angstrom": [[-3.030, -2.089, 2.503], [-3.758, -0.995, 2.829], [-1.876, -0.558, 1.282], [0.682, 0.865, -2.192], [1.820, 1.675, -0.127], [0.942, -0.621, -0.381], [-1.961, -1.832, 1.705], [-0.923, -0.102, 0.557], [1.236, 0.570, -0.794], [-3.158, 0.381, 1.946], [-3.123, -3.115, 2.997], [-4.482, -0.889, 3.666], [0.355, -0.068, -2.818], [-0.181, 1.698, -2.056], [1.443, 1.334, -2.777], [1.915, 1.395, 0.968], [2.939, 1.963, -0.509], [1.198, 2.566, -0.290], [0.476, -1.329, -1.045], [1.207, -1.010, 0.594], [-0.855, 0.862, 0.473], [-1.287, -2.457, 1.447]],
  "nbo_charge": [-0.02, -0.44, 0.29, -0.43, -0.44, 0.13, -0.55, -0.78, -0.35, 0.40, 0.25, 0.28, 0.25, 0.23, 0.23, 0.24, 0.25, 0.23, 0.23, 0.23, 0.36, 0.42],
  "e_above_lowest_kj_mol": 164.7,
  "multiplicity": 1,
  "charge": 1,
  "e_tot_ha": -797.96743,
  "orbital_gap_ev": 8.595
}

---

# 7
{
  "formula": "C6H12N4",
  "method": "the ωB97M-V functional and the def2-TZVPD basis",
  "elements": ["H", "N", "C", "N", "N", "C", "N", "H", "H", "H", "C", "C", "C", "C", "H", "H", "H", "H", "H", "H", "H", "H"],
  "positions_angstrom": [[1.114, -1.741, -0.973], [2.063, -1.761, -0.621], [2.443, -0.683, -0.087], [3.719, -0.545, 0.386], [1.640, 0.436, 0.073], [1.555, 1.611, -0.150], [1.414, 2.805, -0.089], [4.225, -1.409, 0.481], [3.890, 0.164, 1.079], [0.944, 3.421, -0.719], [-1.230, -1.178, 1.016], [-1.821, -0.334, 0.188], [-2.245, 1.042, 0.609], [-2.115, -0.675, -1.242], [-0.934, -2.169, 0.712], [-1.011, -0.911, 2.035], [-2.065, 1.759, -0.191], [-3.314, 1.051, 0.826], [-1.712, 1.365, 1.499], [-1.969, -1.734, -1.436], [-1.453, -0.107, -1.898], [-3.139, -0.407, -1.497]],
  "nbo_charge": [0.35, -0.72, 0.57, -0.81, -0.55, 0.70, -0.73, 0.40, 0.39, 0.41, -0.41, 0.03, -0.64, -0.64, 0.19, 0.19, 0.20, 0.22, 0.22, 0.22, 0.21, 0.21],
  "e_above_lowest_kj_mol": 64.0,
  "multiplicity": 1,
  "smiles": "[H]/N=C(/N)N=C=N.C=C(C)C",
  "e_tot_ha": -454.80471,
  "orbital_gap_ev": 9.851
}

---

# 8
{
  "formula": "C6H12N4",
  "method": "the ωB97M-V functional and the def2-TZVPD basis",
  "elements": ["C", "C", "C", "C", "C", "C", "N", "N", "N", "N", "H", "H", "H", "H", "H", "H", "H", "H", "H", "H", "H", "H"],
  "positions_angstrom": [[-2.135, 0.430, 0.718], [-2.329, 0.633, 2.156], [1.526, 0.869, -1.408], [1.128, -1.695, -1.133], [1.466, -0.027, 0.964], [0.932, -0.274, -0.442], [-2.384, 0.203, -1.528], [-2.903, 0.429, -0.280], [-1.121, -0.082, -1.503], [-0.530, -0.078, -0.375], [-1.673, -0.024, 2.802], [-2.043, 1.723, 2.384], [-3.348, 0.476, 2.333], [2.586, 0.646, -1.125], [1.460, 0.581, -2.534], [1.195, 1.804, -1.157], [0.634, -2.479, -0.443], [0.503, -1.626, -2.013], [2.215, -1.887, -1.387], [0.699, -0.262, 1.758], [2.479, -0.429, 1.109], [1.643, 1.068, 1.104]],
  "nbo_charge": [0.41, -0.70, -0.61, -0.62, -0.63, 0.12, -0.16, -0.27, 0.01, -0.27, 0.25, 0.25, 0.26, 0.20, 0.22, 0.21, 0.22, 0.24, 0.22, 0.22, 0.23, 0.21],
  "e_above_lowest_kj_mol": 376.0,
  "multiplicity": 1,
  "e_tot_ha": -454.68590,
  "orbital_gap_ev": 9.460
}